232
Properties=species:S:1:pos:R:3 method="wB97M-V/def2-TZVPD" gap_ha=0.398 homo_energy_ev=-10.5 largest_force_ev_per_a=3.3
F 15.998 -27.609 -15.403
C 15.726 -26.398 -16.036
F 16.819 -25.960 -16.664
C 14.575 -26.644 -16.981
F 14.955 -27.319 -18.072
F 14.179 -25.368 -17.329
C 13.447 -27.449 -16.301
O 13.032 -26.843 -15.133
C 12.488 -27.572 -14.183
F 11.449 -28.262 -14.600
F 13.398 -28.436 -13.628
C 11.847 -26.584 -13.180
F 10.912 -25.903 -13.825
F 11.336 -27.289 -12.160
H 15.548 -25.693 -15.238
H 13.860 -28.438 -16.200
H 12.692 -27.528 -17.059
H 12.568 -25.898 -12.688
F 10.145 -33.434 -13.127
C 8.801 -33.294 -13.068
F 8.443 -33.415 -11.793
C 8.344 -31.944 -13.697
F 8.189 -30.986 -12.674
F 7.105 -32.098 -14.281
C 9.304 -31.397 -14.683
O 9.453 -32.388 -15.659
C 10.122 -31.975 -16.744
F 9.632 -30.826 -17.283
F 11.474 -31.809 -16.510
C 9.889 -33.118 -17.773
F 8.597 -33.075 -18.049
F 10.707 -32.856 -18.900
H 8.385 -34.106 -13.677
H 10.260 -31.200 -14.181
H 8.910 -30.436 -15.083
H 10.062 -34.129 -17.413
F 7.856 -28.484 -16.132
C 7.875 -27.766 -17.274
F 6.755 -27.030 -17.231
C 9.075 -26.950 -17.436
F 9.023 -26.366 -18.663
F 10.132 -27.827 -17.470
C 9.258 -25.928 -16.310
O 10.466 -25.267 -16.701
C 10.396 -23.922 -16.849
F 9.568 -23.499 -17.800
F 9.961 -23.402 -15.680
C 11.833 -23.383 -17.123
F 12.206 -23.629 -18.415
F 11.984 -22.050 -16.894
H 7.825 -28.441 -18.138
H 9.359 -26.357 -15.306
H 8.401 -25.229 -16.378
H 12.495 -23.971 -16.523
F 12.253 -21.252 -13.735
C 12.012 -20.178 -12.873
F 12.298 -19.039 -13.536
C 10.520 -20.304 -12.504
F 9.723 -20.174 -13.579
F 10.282 -19.212 -11.703
C 10.165 -21.642 -11.904
O 11.173 -21.997 -10.942
C 11.399 -23.292 -10.693
F 10.355 -23.914 -10.102
F 11.795 -23.962 -11.916
C 12.669 -23.402 -9.799
F 12.660 -24.607 -9.101
F 13.728 -23.276 -10.600
H 12.585 -20.206 -11.899
H 10.081 -22.351 -12.751
H 9.206 -21.615 -11.324
H 12.653 -22.529 -9.089
C 19.221 -23.487 -13.158
C 18.054 -23.788 -14.225
C 17.921 -22.646 -15.260
C 16.883 -22.887 -16.407
C 16.692 -21.639 -17.268
C 15.806 -21.834 -18.448
H 20.115 -23.290 -13.741
H 19.458 -24.327 -12.482
H 18.907 -22.662 -12.469
H 18.391 -24.676 -14.801
H 17.197 -24.131 -13.630
H 18.875 -22.542 -15.824
H 17.666 -21.691 -14.719
H 17.154 -23.801 -16.935
H 15.912 -23.163 -16.024
H 16.355 -20.871 -16.611
H 17.625 -21.315 -17.725
H 16.130 -22.743 -18.977
H 14.759 -21.972 -18.150
H 15.796 -21.012 -19.110
C 5.961 -22.301 -12.782
C 6.764 -23.469 -12.234
C 5.912 -24.746 -12.176
C 6.596 -25.851 -11.312
C 7.953 -26.404 -11.721
C 8.055 -27.365 -12.822
H 5.049 -22.159 -12.227
H 5.785 -22.349 -13.857
H 6.506 -21.334 -12.773
H 7.716 -23.743 -12.725
H 7.122 -23.339 -11.179
H 5.709 -25.144 -13.190
H 4.906 -24.448 -11.757
H 6.593 -25.508 -10.266
H 5.960 -26.789 -11.319
H 8.615 -25.540 -11.843
H 8.293 -27.082 -10.901
H 9.156 -27.530 -13.041
H 7.594 -28.397 -12.623
H 7.704 -27.000 -13.801
C 5.882 -24.650 -22.439
C 6.037 -25.691 -21.344
C 7.391 -26.304 -21.465
C 7.462 -27.696 -20.914
C 8.829 -28.329 -21.126
C 8.940 -29.722 -20.490
H 5.708 -25.112 -23.380
H 6.761 -24.019 -22.489
H 5.024 -23.898 -22.315
H 6.078 -25.144 -20.387
H 5.192 -26.383 -21.253
H 8.163 -25.707 -21.013
H 7.650 -26.366 -22.564
H 7.270 -27.768 -19.839
H 6.669 -28.242 -21.394
H 9.082 -28.239 -22.249
H 9.505 -27.591 -20.683
H 8.754 -29.685 -19.443
H 8.185 -30.439 -20.932
H 9.920 -30.103 -20.665
C 10.632 -21.267 -22.057
C 10.762 -22.555 -21.294
C 12.022 -23.321 -21.772
C 11.929 -24.836 -21.384
C 12.984 -25.814 -21.792
C 12.640 -27.261 -21.320
H 9.745 -20.722 -21.847
H 10.691 -21.477 -23.107
H 11.469 -20.653 -21.840
H 10.801 -22.382 -20.224
H 9.898 -23.193 -21.420
H 12.824 -22.862 -21.264
H 12.347 -23.180 -22.839
H 11.925 -24.936 -20.278
H 10.916 -25.165 -21.807
H 13.163 -25.736 -22.875
H 14.013 -25.620 -21.415
H 11.837 -27.529 -21.969
H 13.450 -28.021 -21.448
H 12.325 -27.253 -20.279
C 4.135 -28.924 -17.600
C 3.851 -30.381 -17.245
C 2.336 -30.696 -16.959
C 2.238 -32.177 -16.493
C 0.727 -32.694 -16.236
C 0.777 -34.130 -15.672
H 4.230 -28.212 -16.743
H 3.390 -28.523 -18.286
H 5.021 -28.797 -18.153
H 4.156 -30.995 -18.067
H 4.526 -30.605 -16.402
H 1.806 -30.651 -17.924
H 1.884 -30.000 -16.258
H 2.685 -32.827 -17.246
H 2.766 -32.199 -15.580
H 0.416 -32.044 -15.470
H 0.088 -32.521 -17.068
H -0.274 -34.480 -15.453
H 1.241 -34.769 -16.363
H 1.413 -34.035 -14.788
C 5.400 -31.892 -10.151
C 4.897 -30.519 -10.582
C 3.883 -30.621 -11.777
C 3.653 -29.262 -12.367
C 2.877 -29.285 -13.631
C 2.887 -27.923 -14.346
H 5.861 -32.500 -10.935
H 4.554 -32.448 -9.644
H 6.170 -31.656 -9.462
H 4.406 -30.057 -9.715
H 5.766 -29.887 -10.897
H 3.003 -31.226 -11.650
H 4.379 -31.239 -12.588
H 3.134 -28.554 -11.674
H 4.618 -28.814 -12.605
H 3.231 -29.959 -14.341
H 1.831 -29.609 -13.502
H 3.895 -27.693 -14.639
H 2.358 -27.988 -15.327
H 2.487 -27.109 -13.727
C 1.547 -21.420 -13.717
C 1.505 -22.772 -14.374
C 2.089 -22.634 -15.766
C 2.210 -23.889 -16.618
C 3.117 -23.661 -17.842
C 3.284 -24.930 -18.685
H 1.281 -20.651 -14.493
H 2.581 -21.225 -13.355
H 0.831 -21.269 -12.936
H 2.058 -23.518 -13.789
H 0.510 -23.193 -14.500
H 3.036 -22.118 -15.704
H 1.512 -21.805 -16.202
H 2.744 -24.644 -16.047
H 1.260 -24.245 -17.007
H 2.642 -22.847 -18.393
H 4.064 -23.216 -17.454
H 3.578 -25.751 -18.015
H 2.421 -25.266 -19.294
H 4.098 -24.853 -19.409
C 4.443 -18.624 -14.047
C 4.257 -18.987 -15.527
C 5.554 -19.639 -16.170
C 5.282 -19.980 -17.603
C 6.381 -20.874 -18.136
C 7.602 -20.076 -18.630
H 4.689 -19.500 -13.501
H 3.531 -18.212 -13.625
H 5.243 -17.903 -13.975
H 3.460 -19.720 -15.617
H 3.860 -18.101 -16.172
H 5.888 -20.550 -15.513
H 6.311 -18.901 -16.020
H 4.239 -20.483 -17.682
H 5.273 -19.041 -18.149
H 6.591 -21.679 -17.419
H 6.069 -21.384 -19.038
H 8.460 -20.745 -18.812
H 7.359 -19.464 -19.481
H 8.056 -19.411 -17.865

25
Properties=species:S:1:pos:R:3 method="wB97M-V/def2-TZVPD" gap_ha=0.324 homo_energy_ev=-8.0 largest_force_ev_per_a=4.8
C 2.162 1.280 2.026
O 0.992 0.423 2.086
C 0.430 0.156 0.924
C -0.515 -0.728 0.562
O -1.263 -1.523 1.355
C -2.469 -0.964 1.833
N -0.617 -0.721 -0.870
O -0.174 -1.852 -1.511
C 1.111 -2.390 -1.116
N 0.111 0.406 -1.335
O -0.962 1.384 -1.496
C -0.789 2.263 -2.615
O 0.973 0.728 -0.250
H 2.037 1.722 2.956
H 2.099 1.957 1.270
H 3.183 0.637 1.935
H -2.882 -1.776 2.421
H -3.173 -0.664 1.031
H -2.384 -0.166 2.527
H 1.283 -3.355 -1.750
H 1.196 -2.797 -0.101
H 1.828 -1.696 -1.143
H -1.378 3.133 -2.496
H -1.016 1.866 -3.564
H 0.214 2.674 -2.680

60
Properties=species:S:1:pos:R:3 method="wB97M-V/def2-TZVPD" gap_ha=0.301 homo_energy_ev=-8.7 largest_force_ev_per_a=0.3
Pt 0.072 -0.096 0.502
C 1.996 5.284 2.802
C 2.182 3.940 3.084
C 1.482 2.969 2.386
C 0.595 3.336 1.379
C 0.403 4.694 1.102
C 1.099 5.660 1.811
P -0.489 2.131 0.550
C -0.997 2.947 -0.972
C -0.008 3.404 -1.843
C -0.365 4.042 -3.017
C -1.707 4.237 -3.320
C -2.691 3.793 -2.450
C -2.340 3.141 -1.276
C -1.723 1.653 1.746
C -2.700 2.267 2.508
C -3.327 1.496 3.476
C -2.952 0.169 3.675
C -1.951 -0.425 2.914
C -1.330 0.327 1.928
H 2.545 6.037 3.352
H 2.877 3.633 3.855
H 1.639 1.925 2.622
H -0.288 5.010 0.332
H 0.939 6.706 1.584
H 1.039 3.266 -1.599
H 0.404 4.390 -3.694
H -1.984 4.738 -4.239
H -3.735 3.946 -2.685
H -3.103 2.766 -0.608
H -2.974 3.304 2.355
H -4.108 1.928 4.088
H -3.449 -0.409 4.444
H -1.673 -1.456 3.101
N 0.535 -2.162 0.779
N 1.461 -2.256 1.845
C 1.921 -1.060 2.421
O 2.620 -1.096 3.403
O 1.583 0.041 1.790
H -0.229 -2.820 0.891
H 1.029 -2.316 -0.108
H 1.346 -3.028 2.480
C 2.140 0.481 -1.577
O 1.443 -0.551 -0.950
H 2.561 1.203 -0.858
H 1.510 1.030 -2.291
H 2.982 0.065 -2.141
Br -7.094 -2.500 -2.931
C -5.303 -2.622 -2.341
C -4.637 -3.838 -2.421
N -3.379 -3.990 -2.024
C -2.748 -2.923 -1.544
C -3.338 -1.672 -1.418
C -4.656 -1.519 -1.825
C -2.612 -0.502 -0.811
O -3.239 0.439 -0.363
O -1.320 -0.636 -0.861
H -5.140 -4.711 -2.819
H -1.713 -3.058 -1.254
H -5.145 -0.560 -1.722

85
Properties=species:S:1:pos:R:3 method="wB97M-V/def2-TZVPD" gap_ha=0.343 homo_energy_ev=-9.1 largest_force_ev_per_a=1.5
C -2.995 -2.087 1.866
O -3.196 -0.872 1.131
P -2.053 0.184 0.999
O -1.510 0.722 2.237
O -2.712 1.290 0.084
C -3.025 0.978 -1.288
O -1.001 -0.559 0.076
C 0.269 0.125 -0.062
H -3.133 -1.895 2.927
H -1.947 -2.375 1.750
H -3.656 -2.865 1.501
H -4.059 1.310 -1.413
H -3.034 -0.090 -1.489
H -2.395 1.522 -1.980
H 0.095 0.986 -0.707
H 0.980 -0.574 -0.487
H 0.618 0.490 0.904
C -0.838 3.420 -3.104
O -0.269 2.115 -2.885
P 0.570 1.409 -4.023
O 0.591 2.074 -5.326
O -0.045 -0.060 -3.954
C 0.083 -0.893 -5.109
O 1.986 1.234 -3.330
C 3.177 1.134 -4.141
H -0.094 4.085 -3.543
H -1.037 3.830 -2.114
H -1.729 3.362 -3.720
H -0.916 -1.203 -5.419
H 0.672 -1.776 -4.870
H 0.524 -0.388 -5.969
H 3.718 2.077 -4.141
H 2.922 0.881 -5.168
H 3.751 0.332 -3.691
C -2.175 -3.981 4.536
O -1.463 -2.728 4.533
P -0.183 -2.488 5.450
O 0.143 -3.601 6.324
O 0.931 -2.073 4.413
C 1.561 -3.062 3.598
O -0.484 -1.126 6.161
C -0.664 0.091 5.395
H -2.999 -3.964 5.238
H -1.445 -4.747 4.805
H -2.445 -4.220 3.510
H 2.560 -3.249 3.981
H 1.646 -2.641 2.595
H 0.970 -3.974 3.521
H -1.660 0.469 5.622
H -0.621 -0.083 4.324
H 0.076 0.803 5.745
C 6.039 -4.882 -3.368
O 4.988 -4.238 -2.663
P 4.689 -2.706 -2.761
O 5.671 -1.897 -3.463
O 3.247 -2.643 -3.374
C 2.147 -3.267 -2.712
O 4.512 -2.356 -1.235
C 4.574 -0.991 -0.800
H 6.353 -5.757 -2.810
H 6.885 -4.213 -3.531
H 5.697 -5.170 -4.366
H 1.389 -2.514 -2.488
H 2.446 -3.773 -1.796
H 1.687 -3.993 -3.383
H 3.599 -0.704 -0.402
H 4.765 -0.318 -1.636
H 5.346 -0.904 -0.045
C -4.955 3.365 1.118
O -4.547 4.573 1.717
C -3.268 4.464 2.317
C -2.148 4.401 1.281
C -0.794 4.332 1.991
N -2.154 5.506 0.327
H -4.751 2.523 1.788
H -4.434 3.224 0.165
H -6.023 3.391 0.901
H -3.181 5.350 2.950
H -3.192 3.556 2.933
H -2.205 3.446 0.754
H -0.796 3.490 2.690
H -0.566 5.256 2.527
H 0.002 4.112 1.279
H -1.977 6.378 0.820
H -3.105 5.611 -0.019

Please write out number 3 again, unchanged.
60
Properties=species:S:1:pos:R:3 method="wB97M-V/def2-TZVPD" gap_ha=0.301 homo_energy_ev=-8.7 largest_force_ev_per_a=0.3
Pt 0.072 -0.096 0.502
C 1.996 5.284 2.802
C 2.182 3.940 3.084
C 1.482 2.969 2.386
C 0.595 3.336 1.379
C 0.403 4.694 1.102
C 1.099 5.660 1.811
P -0.489 2.131 0.550
C -0.997 2.947 -0.972
C -0.008 3.404 -1.843
C -0.365 4.042 -3.017
C -1.707 4.237 -3.320
C -2.691 3.793 -2.450
C -2.340 3.141 -1.276
C -1.723 1.653 1.746
C -2.700 2.267 2.508
C -3.327 1.496 3.476
C -2.952 0.169 3.675
C -1.951 -0.425 2.914
C -1.330 0.327 1.928
H 2.545 6.037 3.352
H 2.877 3.633 3.855
H 1.639 1.925 2.622
H -0.288 5.010 0.332
H 0.939 6.706 1.584
H 1.039 3.266 -1.599
H 0.404 4.390 -3.694
H -1.984 4.738 -4.239
H -3.735 3.946 -2.685
H -3.103 2.766 -0.608
H -2.974 3.304 2.355
H -4.108 1.928 4.088
H -3.449 -0.409 4.444
H -1.673 -1.456 3.101
N 0.535 -2.162 0.779
N 1.461 -2.256 1.845
C 1.921 -1.060 2.421
O 2.620 -1.096 3.403
O 1.583 0.041 1.790
H -0.229 -2.820 0.891
H 1.029 -2.316 -0.108
H 1.346 -3.028 2.480
C 2.140 0.481 -1.577
O 1.443 -0.551 -0.950
H 2.561 1.203 -0.858
H 1.510 1.030 -2.291
H 2.982 0.065 -2.141
Br -7.094 -2.500 -2.931
C -5.303 -2.622 -2.341
C -4.637 -3.838 -2.421
N -3.379 -3.990 -2.024
C -2.748 -2.923 -1.544
C -3.338 -1.672 -1.418
C -4.656 -1.519 -1.825
C -2.612 -0.502 -0.811
O -3.239 0.439 -0.363
O -1.320 -0.636 -0.861
H -5.140 -4.711 -2.819
H -1.713 -3.058 -1.254
H -5.145 -0.560 -1.722

What did the third record say?
60
Properties=species:S:1:pos:R:3 method="wB97M-V/def2-TZVPD" gap_ha=0.301 homo_energy_ev=-8.7 largest_force_ev_per_a=0.3
Pt 0.072 -0.096 0.502
C 1.996 5.284 2.802
C 2.182 3.940 3.084
C 1.482 2.969 2.386
C 0.595 3.336 1.379
C 0.403 4.694 1.102
C 1.099 5.660 1.811
P -0.489 2.131 0.550
C -0.997 2.947 -0.972
C -0.008 3.404 -1.843
C -0.365 4.042 -3.017
C -1.707 4.237 -3.320
C -2.691 3.793 -2.450
C -2.340 3.141 -1.276
C -1.723 1.653 1.746
C -2.700 2.267 2.508
C -3.327 1.496 3.476
C -2.952 0.169 3.675
C -1.951 -0.425 2.914
C -1.330 0.327 1.928
H 2.545 6.037 3.352
H 2.877 3.633 3.855
H 1.639 1.925 2.622
H -0.288 5.010 0.332
H 0.939 6.706 1.584
H 1.039 3.266 -1.599
H 0.404 4.390 -3.694
H -1.984 4.738 -4.239
H -3.735 3.946 -2.685
H -3.103 2.766 -0.608
H -2.974 3.304 2.355
H -4.108 1.928 4.088
H -3.449 -0.409 4.444
H -1.673 -1.456 3.101
N 0.535 -2.162 0.779
N 1.461 -2.256 1.845
C 1.921 -1.060 2.421
O 2.620 -1.096 3.403
O 1.583 0.041 1.790
H -0.229 -2.820 0.891
H 1.029 -2.316 -0.108
H 1.346 -3.028 2.480
C 2.140 0.481 -1.577
O 1.443 -0.551 -0.950
H 2.561 1.203 -0.858
H 1.510 1.030 -2.291
H 2.982 0.065 -2.141
Br -7.094 -2.500 -2.931
C -5.303 -2.622 -2.341
C -4.637 -3.838 -2.421
N -3.379 -3.990 -2.024
C -2.748 -2.923 -1.544
C -3.338 -1.672 -1.418
C -4.656 -1.519 -1.825
C -2.612 -0.502 -0.811
O -3.239 0.439 -0.363
O -1.320 -0.636 -0.861
H -5.140 -4.711 -2.819
H -1.713 -3.058 -1.254
H -5.145 -0.560 -1.722